Arrangement one

Computed, not measured: C4H3N3O in the gas phase, with ωB97M-V/def2-TZVPD.

Its SMILES is O=Cc1ncncn1. The orbital gap is 9.607 eV. Its LUMO energy is -0.79 eV.

Geometry (Å):
O1 -2.859 0.530 0.007
C1 -1.813 1.096 0.274
C2 -0.508 0.346 0.176
N1 -0.667 -1.014 -0.077
C3 0.520 -1.637 -0.422
N2 1.728 -0.908 -0.459
C4 1.650 0.348 -0.040
N3 0.538 1.040 0.471
H1 -1.789 2.096 0.616
H2 0.581 -2.803 -0.510
H3 2.619 0.906 -0.035

Arrangement two

Computed, not measured: C4H3N3O in the gas phase, with ωB97M-V/def2-TZVPD.

Its SMILES is c1ncn2cnoc12. The orbital gap is 9.195 eV. Its LUMO energy is 0.80 eV.

Geometry (Å):
C1 1.331 -1.174 -0.024
N1 2.119 0.053 0.064
C2 1.392 1.113 0.038
N2 -0.006 0.687 -0.166
C3 -1.363 0.987 -0.085
N3 -2.114 -0.044 0.110
O1 -1.202 -1.060 0.079
C4 0.006 -0.635 -0.124
H1 1.546 -2.181 -0.020
H2 1.726 2.082 0.438
H3 -1.852 1.965 0.066

It is arrangement one that is the most stable of them.

Arrangement one

Computed, not measured: C4H3N3O in the gas phase, with ωB97M-V/def2-TZVPD.

Its SMILES is [H]/N=C1\N=CN=CC1=O. The orbital gap is 7.845 eV. Its LUMO energy is -2.06 eV.

Geometry (Å):
H1 -2.041 -2.097 -0.082
N1 -2.056 -1.057 -0.035
C1 -0.878 -0.569 0.059
N2 0.297 -1.345 0.084
C2 1.432 -0.765 -0.023
N3 1.714 0.626 -0.025
C3 0.701 1.421 0.024
C4 -0.712 0.943 0.025
O1 -1.651 1.706 -0.004
H2 2.346 -1.364 -0.100
H3 0.848 2.501 0.078

Arrangement two

Computed, not measured: C4H3N3O in the gas phase, with ωB97M-V/def2-TZVPD.

Its SMILES is N#C[C@H]1N=CNC1=O. The orbital gap is 10.491 eV. Its LUMO energy is 0.22 eV.

Geometry (Å):
N1 1.726 1.891 1.491
C1 0.553 1.513 1.150
C2 -0.583 0.718 0.571
N2 -0.690 1.005 -0.866
C3 -0.175 -0.110 -1.459
N3 0.106 -1.212 -0.639
C4 -0.023 -0.762 0.677
O1 0.056 -1.342 1.689
H1 -1.503 0.715 1.010
H2 0.056 -0.385 -2.494
H3 0.478 -2.030 -1.128

It is arrangement one that is the most stable of them.